This record from OMol25 describes C28H79AlF2N7O16S2 as an isolated structure in a non-equilibrium geometry. The level of theory is wB97M-V/def2-TZVPD.

Geometry as XYZ:
```
135
C28H79AlF2N7O16S2 | OMol25 | wB97M-V/def2-TZVPD
Al 2.53667 -3.99223 -1.24852
N 0.66409 -1.91207 -0.56806
S -0.78145 -1.92248 0.08093
O -1.89790 -1.99036 -0.80706
O -0.93734 -1.20920 1.31144
F -0.79485 -3.45917 0.58901
S 0.65749 -0.27902 -0.99395
O 0.99974 0.61448 0.07043
O -0.09180 0.22250 -2.09426
F 2.09801 -0.43364 -1.69892
N 0.07967 -6.04108 1.43237
O 0.66840 -5.52175 0.47281
O 0.31557 -5.60389 2.59569
O -0.72412 -6.94146 1.26678
C 0.27213 -2.04044 -5.15331
C 0.63130 -2.81323 -3.86574
C -0.50545 -3.61544 -3.36350
O -0.04649 -4.49837 -2.36604
C -1.08353 -5.23842 -1.76815
N 1.81728 -3.69271 -4.00026
H -0.79186 -1.81067 -5.20148
H 0.55325 -2.64067 -6.02646
H 0.85073 -1.11979 -5.22968
H 0.97780 -2.04447 -3.16417
H -0.97291 -4.20068 -4.17595
H -1.32137 -2.99704 -2.96687
H -1.85434 -5.52213 -2.50207
H -1.59917 -4.64194 -1.00837
H -0.72318 -6.15422 -1.30825
H 1.54778 -4.58725 -4.41669
H 2.49662 -3.26144 -4.61776
C 6.54483 -1.54509 -3.18892
C 5.34976 -2.00395 -2.33630
C 5.21061 -1.21308 -1.05449
O 4.12116 -1.81434 -0.37798
C 3.73890 -1.17944 0.80496
N 4.05568 -2.14820 -3.07017
H 6.78114 -2.21100 -4.01493
H 7.40778 -1.47374 -2.51880
H 6.36347 -0.54173 -3.59100
H 5.66683 -3.01188 -2.00277
H 5.03406 -0.14487 -1.24042
H 6.10953 -1.31862 -0.43515
H 4.37564 -1.43615 1.65607
H 2.70957 -1.46618 1.01503
H 3.75178 -0.09253 0.67234
H 4.34962 -2.65734 -3.90955
H 3.80850 -1.19732 -3.43496
C -3.53951 1.05038 0.70041
C -4.57786 1.66084 1.61753
C -5.65146 2.46352 0.85344
O -5.14561 3.43300 0.01364
C -4.69631 4.58612 0.70695
N -5.15023 0.63042 2.49008
H -2.83967 0.41586 1.23704
H -2.93889 1.84829 0.25692
H -4.03653 0.51657 -0.11483
H -4.08240 2.40692 2.26018
H -6.35453 2.86499 1.60406
H -6.27639 1.76431 0.28457
H -4.21601 5.30809 0.04926
H -3.96075 4.32437 1.47851
H -5.54673 5.10379 1.17471
H -6.05969 0.90026 2.88083
H -5.42033 -0.14809 1.87010
C 1.87124 -0.44101 4.38532
C 0.82249 -1.54116 4.65909
C -0.57670 -0.92180 4.94431
O -0.58643 -0.09806 6.04488
C -0.49707 -0.80718 7.27230
N 0.72563 -2.38278 3.50131
H 2.84287 -0.90935 4.28267
H 1.87604 0.24944 5.23526
H 1.55154 0.16608 3.53525
H 1.19797 -2.11198 5.50970
H -1.27640 -1.74844 5.11212
H -0.84345 -0.31523 4.07706
H 0.44743 -1.34808 7.36307
H -1.36412 -1.46413 7.38966
H -0.51939 -0.06798 8.06989
H 0.43798 -3.34102 3.75822
H -0.04376 -2.00609 2.92326
C -0.57927 2.69300 2.72601
C 0.56197 3.57637 2.18211
C 0.79636 4.75131 3.12217
O -0.33318 5.52507 3.05278
C -0.41016 6.47405 4.10343
N 1.75554 2.75836 1.97607
H -0.39135 2.38229 3.75814
H -0.76906 1.81786 2.10100
H -1.49947 3.29268 2.74048
H 0.26446 3.98725 1.21543
H 1.70053 5.26204 2.77224
H 0.96764 4.31224 4.11655
H 0.46333 7.12858 4.07748
H -0.58826 5.96191 5.05308
H -1.28562 7.09905 3.92522
H 1.49264 1.94818 1.40913
H 2.04427 2.35847 2.87645
C 2.20805 2.53118 -3.45678
C 3.52766 1.79524 -3.33162
O 3.61041 0.64983 -4.15820
H 2.28942 3.46729 -2.91115
H 1.39592 1.88590 -3.14428
H 2.02697 2.74539 -4.51691
H 3.58663 1.42468 -2.31028
H 4.36707 2.47417 -3.49773
H 3.38222 0.88722 -5.06552
C -1.06846 3.31126 -1.61133
C -1.28038 4.80258 -1.73469
O -1.96042 5.12551 -2.95567
H -0.67842 3.05929 -0.61855
H -0.31133 2.95204 -2.30578
H -1.96684 2.72392 -1.80750
H -0.31535 5.30494 -1.78083
H -1.83684 5.18686 -0.87205
H -2.86657 4.80392 -2.87488
C -0.76203 1.55935 -5.04931
C -0.73653 2.12898 -6.46859
O 0.52316 2.76517 -6.75042
H -1.61538 0.88773 -4.89502
H -0.98340 2.33498 -4.31010
H 0.19893 1.10387 -4.82399
H -1.56579 2.83785 -6.57389
H -0.89877 1.31547 -7.17683
H 0.45686 3.65773 -6.38848
C -3.96707 -4.24299 3.52208
C -2.59146 -4.62636 3.02345
O -1.63100 -4.28096 4.07377
H -4.01214 -3.16996 3.71483
H -4.26049 -4.76368 4.43236
H -4.73888 -4.51541 2.79513
H -2.29339 -4.09109 2.11942
H -2.54786 -5.71240 2.89345
H -0.86739 -4.88535 3.93452
```

Values from the calculation:
Frontier orbital gap: 1.755 eV
Energy relative to the best compared isomer or geometry (same formula, charge and spin): 0.000 eV
Net charge: +1
HOMO: -10.69 eV
Spin multiplicity: 1


This record from OMol25 describes a 12-piece molecular cluster, C28H79N4O13 overall in a non-equilibrium geometry. The level of theory is wB97M-V/def2-TZVPD.

Geometry as XYZ:
```
124
C28H79N4O13 | OMol25 | wB97M-V/def2-TZVPD
C -3.66008 3.33454 -3.68186
C -2.17646 3.56876 -3.07695
O -2.09125 3.01807 -1.73237
C -0.72194 2.67068 -1.38733
C -0.38377 3.23743 0.07027
O 0.70739 4.20825 0.12218
N 0.63874 5.10296 -0.87251
C 1.63698 5.16499 -1.91081
N 1.32220 6.17658 -2.87725
C 0.08017 6.68038 -2.32494
N -0.59540 7.65774 -2.97789
N -0.33680 6.01909 -1.10949
H -3.93173 2.22768 -3.72283
H -3.71074 3.72186 -4.76059
H -4.41678 3.91619 -3.05658
H -1.99870 4.69820 -3.00027
H -1.44213 3.07700 -3.80234
H 0.01378 2.96323 -2.20334
H -0.68138 1.52078 -1.31616
H -1.35614 3.65608 0.52076
H -0.10192 2.33970 0.73236
H 2.50984 4.43525 -1.86485
H -1.60719 7.73248 -2.83271
H -0.12626 8.31713 -3.60478
H -1.18045 6.20733 -0.55733
C -3.21206 -2.07031 -0.62915
C -1.91943 -1.92963 -1.40650
O -2.06870 -0.95534 -2.43822
H -4.02867 -2.36589 -1.29326
H -3.11298 -2.81684 0.16162
H -3.49784 -1.11560 -0.17764
H -1.64894 -2.87963 -1.87363
H -1.10167 -1.62206 -0.74983
H -2.29895 -0.11818 -2.01504
C 1.67504 -2.05348 2.62513
C 0.38333 -2.39756 1.91120
O -0.06748 -1.28186 1.14444
H 1.53175 -1.19266 3.28299
H 2.02784 -2.89633 3.22045
H 2.45378 -1.77949 1.90710
H -0.39695 -2.64870 2.63218
H 0.52211 -3.25196 1.24103
H 0.62383 -1.07101 0.50313
C 6.24264 -1.08917 3.61837
C 4.87330 -0.64003 4.08771
O 4.01558 -1.76354 4.25646
H 6.16467 -1.63241 2.67294
H 6.90746 -0.23568 3.48007
H 6.69444 -1.77309 4.34284
H 4.41620 0.02539 3.35140
H 4.94344 -0.10535 5.04068
H 4.42180 -2.34344 4.91571
C 0.82287 -1.65774 -5.85163
C 1.49528 -1.15207 -4.59229
O 0.52629 -0.57257 -3.72513
H 0.31051 -0.84045 -6.36563
H 1.55253 -2.10096 -6.53341
H 0.06482 -2.40849 -5.61144
H 2.23579 -0.38629 -4.83340
H 2.00133 -1.96659 -4.06420
H -0.12143 -1.25769 -3.50948
C 3.95556 -2.28794 8.74726
C 4.04089 -3.38380 7.70358
O 5.37735 -3.50452 7.22657
H 4.28145 -1.33280 8.32766
H 2.93356 -2.17995 9.11761
H 4.61459 -2.50658 9.59251
H 3.39820 -3.15140 6.85167
H 3.72689 -4.34599 8.12004
H 5.93892 -3.71857 7.98217
C -3.74971 -3.20599 5.09025
C -3.08529 -3.30610 3.73124
O -1.98820 -4.21343 3.78414
H -3.03344 -2.86770 5.84351
H -4.58970 -2.50792 5.06378
H -4.11579 -4.18421 5.41501
H -2.70210 -2.33153 3.42040
H -3.79497 -3.65541 2.97454
H -2.33476 -5.07441 4.05043
C 11.36406 0.67978 2.56867
C 9.99294 1.12404 3.03842
O 9.13997 -0.00316 3.20687
H 11.28789 0.13654 1.62351
H 12.02642 1.53748 2.43009
H 11.81896 -0.00212 3.29281
H 9.53337 1.78723 2.30281
H 10.06105 1.65914 3.99098
H 9.54742 -0.58097 3.86496
C -0.88510 1.57241 4.75432
C 0.27851 1.21185 5.65738
O -0.14146 0.28331 6.64855
H -1.70266 2.00468 5.33675
H -0.57809 2.29094 3.98958
H -1.28209 0.68080 4.25997
H 0.65797 2.10062 6.16542
H 1.09733 0.76701 5.08226
H -0.46742 -0.50314 6.19215
C -0.63307 0.70374 -9.38617
C -1.29754 2.05130 -9.19300
O -2.15145 2.01560 -8.05396
H -1.38360 -0.07956 -9.51770
H 0.02401 0.71251 -10.25890
H -0.04438 0.43722 -8.50339
H -1.90357 2.30806 -10.06382
H -0.55084 2.83875 -9.04802
H -1.60418 1.79673 -7.28910
C -5.73533 -5.96534 0.19117
C -6.34674 -4.88903 1.06629
O -5.74212 -3.62955 0.79332
H -4.65809 -6.03347 0.36352
H -6.18740 -6.93862 0.39567
H -5.87469 -5.72860 -0.86767
H -6.18661 -5.11797 2.12186
H -7.42392 -4.80777 0.89025
H -5.89508 -3.42894 -0.13866
C -6.05394 1.36976 -6.84607
C -6.65275 2.44220 -5.95797
O -6.04078 3.69912 -6.22600
H -4.97602 1.29381 -6.68153
H -6.51080 0.39753 -6.64661
H -6.19856 1.61640 -7.90169
H -6.48777 2.20451 -4.90492
H -7.73044 2.53178 -6.12676
H -6.19837 3.90590 -7.15596
```

Values from the calculation:
Frontier orbital gap: 7.782 eV
Energy relative to the best compared isomer or geometry (same formula, charge and spin): 1.702 eV
Net charge: +1
HOMO: -11.27 eV
Spin multiplicity: 1


This record from OMol25 describes C28H79N5O11 as an isolated structure in a non-equilibrium geometry. The level of theory is wB97M-V/def2-TZVPD.

Geometry as XYZ:
```
123
C28H79N5O11 | OMol25 | wB97M-V/def2-TZVPD
C -1.14061 -2.43756 2.46506
O -0.79125 -3.20212 3.60948
H -0.82199 -2.95642 1.56099
H -2.21727 -2.33396 2.33029
H -0.75089 -1.41962 2.46199
H -1.00510 -2.59821 4.32443
C 1.47293 0.27894 2.75899
O 2.42845 0.20829 1.70905
H 0.76646 1.07653 2.52908
H 0.91073 -0.64717 2.87871
H 1.93683 0.44728 3.73087
H 2.35635 0.96717 1.12551
C -1.56260 1.42844 2.68876
O -1.84134 0.92887 1.39909
H -1.47358 2.51439 2.71867
H -2.33270 1.11509 3.39363
H -0.61952 0.96236 2.97419
H -0.92236 0.87394 1.12696
C 2.72801 2.81492 2.77373
O 3.14472 3.87143 3.66509
H 3.32137 2.87434 1.86132
H 2.93826 1.80405 3.12308
H 1.74371 3.02754 2.35656
H 3.89469 3.56853 4.18219
C -2.70814 -0.44229 -0.93895
O -3.87045 -1.06719 -0.28493
C -3.67476 -1.23598 1.12684
C -4.95286 -1.57331 1.90859
N -4.61623 -2.14804 3.23463
C -5.77055 -2.61862 4.04958
C -6.75021 -1.50134 4.37498
O -6.14906 -0.45823 5.23460
C -6.95272 0.80507 5.21773
H -2.94287 0.61930 -0.86128
H -2.57391 -0.65674 -1.99918
H -1.79196 -0.71377 -0.41452
H -3.36234 -0.31976 1.62788
H -2.99607 -2.08885 1.11716
H -5.38975 -2.46061 1.45042
H -5.63238 -0.72139 1.93294
H -4.42706 -1.31306 3.77046
H -5.40902 -3.18692 4.90658
H -6.29067 -3.37689 3.46426
H -7.66064 -1.80742 4.89026
H -7.05827 -0.94095 3.49227
H -7.20151 1.20356 4.23416
H -6.57849 1.64468 5.80350
H -7.87742 0.49395 5.70378
C 1.16166 -3.34458 1.64829
O 1.25876 -2.42144 0.60548
C -0.06465 -2.13552 0.25409
C -0.16098 -0.79788 -0.53597
N -0.05301 0.29797 0.40999
C -0.05159 1.56913 -0.29537
C 0.37336 2.70107 0.64120
O 1.81002 2.72997 1.02082
C 2.71188 2.67550 -0.02477
H 0.76591 -2.70613 2.43814
H 2.21349 -3.53911 1.85784
H 0.64288 -4.25515 1.34858
H -0.70223 -2.01319 1.12966
H -0.51521 -2.98257 -0.26320
H -1.10056 -0.87576 -1.08298
H 0.69525 -0.78287 -1.21032
H 0.81616 0.21734 0.91808
H -1.06567 1.75101 -0.65124
H 0.72531 1.40349 -1.04176
H -0.27334 2.60257 1.51308
H 0.06836 3.71656 0.38849
H 2.74127 1.74502 -0.59172
H 3.72049 2.76099 0.37957
H 2.49823 3.55191 -0.63663
C 0.71549 -2.21836 -2.38774
C -0.73743 -2.47248 -2.59450
C -1.41544 -1.88759 -3.88305
O -1.54808 -0.47632 -3.84207
C -2.39894 0.02740 -2.87629
N -0.92300 -3.88639 -2.56294
H 1.31101 -2.63779 -3.19863
H 1.13075 -2.88303 -1.63021
H 0.82142 -1.19296 -2.03357
H -1.32769 -2.21746 -1.71435
H -2.39923 -2.32659 -4.04899
H -0.81535 -2.28663 -4.70084
H -3.38977 -0.42126 -2.80507
H -2.43183 1.03614 -3.28794
H -1.97202 0.00972 -1.87354
H -0.51178 -4.13373 -1.67422
H -1.90767 -4.10106 -2.49629
C 3.03274 -1.35007 -3.90173
C 2.22697 -0.04461 -4.28414
C 1.08819 0.45503 -3.37833
O 0.68206 1.76592 -3.87749
C -0.23823 2.52047 -3.17637
N 3.17001 0.99396 -4.52252
H 3.77435 -1.46994 -4.69150
H 2.51257 -2.30450 -3.82050
H 3.59072 -1.24683 -2.97106
H 1.77949 -0.10802 -5.27602
H 1.58983 0.66971 -2.43473
H 0.22910 -0.14501 -3.07829
H -0.55704 3.38962 -3.75172
H 0.17245 2.82204 -2.21279
H -1.12742 1.92343 -2.97391
H 3.44889 1.01707 -5.49298
H 2.61013 1.82327 -4.65996
C 3.57550 0.54202 -1.82169
C 4.32529 1.80670 -2.28717
C 5.37864 2.02971 -1.24880
O 4.84221 2.63707 -0.06543
C 5.80807 3.00769 0.86739
N 4.89810 1.55648 -3.61203
H 3.22037 0.60958 -0.79338
H 4.24954 -0.29406 -2.00806
H 2.75600 0.43326 -2.53212
H 3.67851 2.68054 -2.36574
H 6.02575 2.79540 -1.67666
H 5.92367 1.11650 -1.00988
H 6.84657 2.81705 0.59664
H 5.60004 2.29431 1.66481
H 5.61034 3.95120 1.37611
H 4.11451 1.59636 -4.24803
H 5.21992 0.60648 -3.73051
```

Values from the calculation:
Frontier orbital gap: 7.534 eV
Energy relative to the best compared isomer or geometry (same formula, charge and spin): 39.653 eV
HOMO: -6.95 eV
Spin multiplicity: 1